70
Properties=species:S:1:pos:R:3:forces:R:3:mulliken_charge:R:1 method="wB97M-V/def2-TZVPD" charge=+3 total_energy_ha=-2819.94604 homo_energy_ha=-0.58140
C 4.485 0.691 0.930 1.524 1.365 -1.580 -0.211
C 3.847 0.255 -0.271 1.592 0.927 -0.064 -1.021
C 2.933 1.275 -0.668 0.010 0.556 -1.207 -0.373
H 4.119 -0.625 -0.843 -0.113 0.015 0.136 0.545
C 2.922 2.306 0.339 0.559 0.639 -0.620 -0.768
C 3.862 1.916 1.352 1.656 0.527 -1.800 -0.514
H 4.240 2.534 2.154 -0.321 -0.170 0.006 0.624
H 5.425 0.306 1.312 -0.523 -0.124 0.109 0.591
H 2.477 1.340 -1.653 0.191 -0.100 0.572 1.234
H 2.401 3.259 0.288 0.216 -0.286 -0.051 0.578
Ta 2.245 0.414 1.222 -4.400 -3.214 5.735 1.331
Si -0.490 0.857 -1.270 -3.419 0.676 -2.959 0.346
C -1.238 -0.630 -2.155 0.598 -0.041 0.036 0.718
C -2.605 -0.974 -2.046 0.040 -0.394 0.668 -0.413
H -3.286 -0.379 -1.426 0.030 0.189 -0.303 0.787
C -3.134 -2.021 -2.819 -0.203 -0.192 0.318 -0.690
H -4.192 -2.279 -2.727 0.327 0.103 -0.075 0.504
C -2.311 -2.742 -3.679 0.145 -0.020 -0.102 -0.679
H -2.709 -3.588 -4.247 0.113 0.379 0.180 0.470
C -0.971 -2.370 -3.824 -0.201 0.013 0.008 -0.635
H -0.321 -2.916 -4.505 -0.194 0.107 0.088 0.471
C -0.453 -1.298 -3.089 -0.127 -0.148 0.216 -0.478
H 0.587 -0.994 -3.229 -0.239 -0.210 -0.022 0.411
C -1.852 2.078 -1.777 0.362 0.447 0.459 0.873
C -2.147 2.170 -3.152 -0.203 -0.124 0.019 -0.429
H -1.500 1.676 -3.886 -0.250 0.152 0.225 0.372
C -3.295 2.824 -3.599 0.062 0.069 0.216 -0.685
H -3.537 2.838 -4.664 0.123 0.048 0.342 0.438
C -4.148 3.448 -2.677 0.459 -0.235 0.208 -0.627
H -5.052 3.948 -3.020 0.205 -0.097 0.109 0.418
C -3.819 3.430 -1.318 -0.050 0.072 0.082 -0.730
H -4.466 3.931 -0.593 0.213 -0.137 -0.292 0.421
C -2.672 2.760 -0.867 -0.290 -0.162 -0.610 -0.237
H -2.444 2.751 0.200 -0.150 0.018 -0.124 0.127
H 0.719 1.271 -1.970 0.286 -0.253 0.413 -0.371
Si -2.218 -1.765 0.629 3.324 -0.583 -1.365 0.720
C -1.700 -0.079 1.200 1.271 1.294 0.626 0.424
C -0.522 0.666 0.580 -1.243 0.822 -0.115 2.844
H 0.349 -0.067 0.649 0.346 -0.584 -0.384 -3.344
C -0.188 1.983 1.137 1.280 -0.633 -0.267 -0.217
H 0.291 2.721 0.475 -0.248 -0.305 0.493 0.764
C -0.718 2.378 2.364 -0.732 0.103 0.928 -1.391
H -0.375 3.315 2.824 -0.456 -0.261 -0.267 0.695
C -1.710 1.615 2.975 1.209 1.457 0.466 -0.730
H -2.130 1.965 3.922 0.074 -0.187 -0.316 0.501
C -2.184 0.438 2.396 -0.596 -1.831 -1.363 -0.756
H -2.954 -0.134 2.919 -0.004 0.356 -0.118 0.531
C -0.977 -3.007 -0.036 -0.405 0.143 -0.048 0.793
C 0.367 -2.791 -0.389 -0.071 -0.155 -0.486 -0.168
H 0.862 -1.867 -0.095 -0.056 -0.154 -0.197 0.586
C 1.083 -3.722 -1.137 0.056 0.259 0.353 -0.768
H 2.118 -3.511 -1.410 -0.265 -0.131 0.109 0.432
C 0.472 -4.901 -1.558 -0.388 -0.057 0.131 -0.571
H 1.023 -5.622 -2.167 -0.217 0.243 0.202 0.443
C -0.855 -5.150 -1.194 0.216 -0.180 0.014 -0.693
H -1.348 -6.056 -1.539 0.123 0.113 0.183 0.466
C -1.558 -4.243 -0.404 -0.023 0.391 -0.102 -0.574
H -2.586 -4.463 -0.103 0.247 -0.048 -0.194 0.377
H -2.957 -2.441 1.605 -1.791 -0.408 0.652 -0.169
Cl 0.891 -1.271 2.492 0.064 0.429 -0.431 -0.202
N 2.027 1.553 3.217 0.084 0.126 0.307 -0.577
N 3.226 1.507 4.007 -0.974 0.019 0.986 -0.579
C 3.908 0.323 4.058 1.157 -0.572 0.696 0.685
N 4.782 0.199 5.084 -0.991 -0.239 -0.793 -0.384
S 3.789 -0.879 2.848 -0.061 0.609 1.132 -0.235
H 1.223 1.214 3.773 0.389 -0.231 -0.334 0.418
H 1.815 2.541 3.052 0.383 -0.196 -0.031 0.440
H 3.103 1.985 4.911 0.269 -0.176 -0.503 0.343
H 5.326 -0.654 5.166 -0.073 0.207 -0.087 0.276
H 4.706 0.760 5.927 0.077 -0.033 -0.212 0.221